Run i
Entry from OMol25: 2 unconnected molecules or ions with the total composition C4H8N3 (the ωB97M-V functional and the def2-TZVPD basis).

Structure (ORCA input):
```
! RIJCOSX wB97M-V def2-TZVPD def2/J DEFGRID3
* xyz 1 1
C 3.03953 -0.53665 -0.39747
C 0.02691 2.50728 0.33186
C -0.33018 0.02427 0.21897
C -1.83891 -1.74617 -0.35232
N 1.93238 -0.47916 -0.11694
N -0.34529 1.20001 0.32606
N -0.60650 -1.22655 0.21138
H 4.11141 -0.81187 -0.49362
H 0.44696 2.87963 1.34001
H 0.95630 2.72803 -0.28057
H -0.74496 3.19349 0.02376
H -2.52971 -1.04441 -0.89778
H -1.57875 -2.52615 -1.09233
H -2.29313 -2.16327 0.46762
H -0.24607 -1.99848 0.71139
*
```

Calculated values
E_LUMO = -3.27 eV
Gap between HOMO and LUMO = 11.21 eV

natural (NBO) charges in e: number 1, C, carries 0.188; number 2, C, carries -0.469; number 3, C, carries 0.811; number 4, C, carries -0.408; number 5, N, carries -0.426; number 6, N, carries -0.283; number 7, N, carries -0.600; number 8, H, carries 0.274; number 9, H, carries 0.263; number 10, H, carries 0.242; number 11, H, carries 0.263; number 12, H, carries 0.242; number 13, H, carries 0.228; number 14, H, carries 0.216; number 15, H, carries 0.459

Run ii
Entry from OMol25: a molecular structure, C4H8N3 (the ωB97M-V functional and the def2-TZVPD basis).

Structure (ORCA input):
```
! RIJCOSX wB97M-V def2-TZVPD def2/J DEFGRID3
* xyz 1 1
C -1.04491 -0.86938 0.12162
C -1.56772 0.19322 -0.79294
C 1.17520 -1.04436 0.18449
C 1.03298 0.47825 -0.20916
N -0.07909 -1.57444 -0.29277
N -0.88648 0.14961 1.16569
N -0.35931 0.94221 0.09130
H -1.38696 0.08619 -1.85747
H -2.49258 0.68954 -0.51686
H 1.97787 -1.51946 -0.38097
H 1.38467 -1.17929 1.24875
H 1.73060 1.08790 0.36680
H 1.23376 0.59936 -1.27407
H -0.27269 -0.00048 1.96192
H -0.44534 1.96115 0.18370
*
```

Calculated values
E_LUMO = -4.47 eV
Gap between HOMO and LUMO = 10.07 eV

natural (NBO) charges in e: number 1, C, carries 0.393; number 2, C, carries -0.157; number 3, C, carries -0.261; number 4, C, carries -0.267; number 5, N, carries -0.352; number 6, N, carries -0.463; number 7, N, carries -0.225; number 8, H, carries 0.254; number 9, H, carries 0.253; number 10, H, carries 0.258; number 11, H, carries 0.217; number 12, H, carries 0.255; number 13, H, carries 0.247; number 14, H, carries 0.394; number 15, H, carries 0.455

Tell me which of them is the most stable. Sure, it is run i.

Run i
Entry from OMol25: 2 unconnected molecules or ions with the total composition C4H8N3 (the ωB97M-V functional and the def2-TZVPD basis).

Structure (ORCA input):
```
! RIJCOSX wB97M-V def2-TZVPD def2/J DEFGRID3
* xyz 1 1
C 1.20153 0.17478 -1.24860
C 2.21815 1.72672 0.16731
C -0.30280 -0.29002 1.12838
C -2.05073 -0.75045 -0.40605
N 0.78078 -0.36212 -2.17148
N 1.38505 0.86612 -0.11696
N -0.94248 -1.09029 0.30918
H 3.00668 2.08078 -0.62291
H 2.42139 1.79320 1.20573
H 0.44828 -0.86596 1.72510
H -0.75019 0.58737 1.52253
H -1.76255 -0.77453 -1.50205
H -2.89930 -1.47405 -0.17176
H -2.32884 0.29539 -0.16557
H -0.42497 -1.91694 0.34715
*
```

Calculated values
E_LUMO = -4.57 eV
Gap between HOMO and LUMO = 10.31 eV

natural (NBO) charges in e: number 1, C, carries 0.374; number 2, C, carries 0.101; number 3, C, carries 0.104; number 4, C, carries -0.452; number 5, N, carries -0.278; number 6, N, carries -0.493; number 7, N, carries -0.417; number 8, H, carries 0.210; number 9, H, carries 0.206; number 10, H, carries 0.229; number 11, H, carries 0.228; number 12, H, carries 0.266; number 13, H, carries 0.256; number 14, H, carries 0.233; number 15, H, carries 0.434

Run ii
Entry from OMol25: 2 unconnected molecules or ions with the total composition C4H8N3 (the ωB97M-V functional and the def2-TZVPD basis).

Structure (ORCA input):
```
! RIJCOSX wB97M-V def2-TZVPD def2/J DEFGRID3
* xyz 1 1
C 1.88080 0.25122 0.23407
C 1.34284 -0.71658 -0.43454
C -0.96580 1.44295 -0.96923
C -1.55270 -0.14337 0.71095
N 2.27630 1.37510 0.35006
N -0.66274 0.40928 -0.27143
N 1.07119 -1.98205 -0.38347
H 2.57500 1.79518 1.29797
H -0.26137 1.80060 -1.74376
H -2.12874 1.68571 -0.99373
H -1.18511 -0.12158 1.67223
H -2.58014 0.28080 0.68752
H -1.63727 -1.18260 0.45845
H 0.38680 -2.27669 -1.03802
H 1.44093 -2.61796 0.42293
*
```

Calculated values
E_LUMO = -5.48 eV
Gap between HOMO and LUMO = 7.99 eV

natural (NBO) charges in e: number 1, C, carries 0.319; number 2, C, carries 0.279; number 3, C, carries -0.003; number 4, C, carries -0.442; number 5, N, carries -0.453; number 6, N, carries -0.386; number 7, N, carries -0.685; number 8, H, carries 0.434; number 9, H, carries 0.220; number 10, H, carries 0.197; number 11, H, carries 0.221; number 12, H, carries 0.213; number 13, H, carries 0.207; number 14, H, carries 0.434; number 15, H, carries 0.445

Tell me which of them is the most stable. Sure, it is run i.

Run i
Entry from OMol25: 2 unconnected molecules or ions with the total composition C4H13NO2 (the ωB97M-V functional and the def2-TZVPD basis).

Structure (ORCA input):
```
! RIJCOSX wB97M-V def2-TZVPD def2/J DEFGRID3
* xyz 1 2
C -0.20076 0.81533 -0.81341
C 0.92279 -0.05111 -0.25053
C 2.32851 0.41088 -0.64814
O 0.69219 -1.37669 -0.69127
C -1.55538 0.02642 -0.86900
N -2.12514 -0.06235 0.43263
H -0.36146 1.63832 -0.11075
H 0.15095 1.30082 -1.72874
H 0.90005 -0.06551 0.85492
H 3.14521 -0.19105 -0.26460
H 2.38687 1.46913 -0.38195
H 2.37787 0.32664 -1.74245
H 1.41999 -1.90193 -1.01778
H -2.15807 0.70515 -1.46968
H -1.31205 -0.95341 -1.29487
H -2.08771 -1.00293 0.82486
H -3.07914 0.30057 0.48530
H -0.09455 -1.11865 3.14492
H -0.98862 -0.09034 2.42570
O -0.36155 -0.17928 3.11484
*
```

Calculated values
E_LUMO (alpha / beta) = -3.47 / -9.04 eV
Gap between HOMO and LUMO (alpha / beta) = 11.13 / 5.47 eV

natural (NBO) charges in e: number 1, C, carries -0.367; number 2, C, carries 0.079; number 3, C, carries -0.629; number 4, O, carries -0.752; number 5, C, carries -0.271; number 6, N, carries -0.380; number 7, H, carries 0.236; number 8, H, carries 0.258; number 9, H, carries 0.193; number 10, H, carries 0.245; number 11, H, carries 0.233; number 12, H, carries 0.215; number 13, H, carries 0.510; number 14, H, carries 0.266; number 15, H, carries 0.311; number 16, H, carries 0.416; number 17, H, carries 0.426; number 18, H, carries 0.481; number 19, H, carries 0.438; number 20, O, carries -0.909

Run ii
Entry from OMol25: 3 unconnected molecules or ions with the total composition C4H13NO2 (the ωB97M-V functional and the def2-TZVPD basis).

Structure (ORCA input):
```
! RIJCOSX wB97M-V def2-TZVPD def2/J DEFGRID3
* xyz 1 2
C 1.93311 0.44746 -0.27891
N 1.01401 1.52285 -0.57546
C -0.22613 1.02922 -1.14226
C -0.31428 -0.44313 -0.72889
C 1.13395 -0.86150 -0.41891
H 2.42535 0.63670 0.67410
H 2.77191 0.48998 -0.98704
H 0.95019 2.24341 0.14075
H -0.28608 1.27906 -2.20542
H -1.01769 1.67016 -0.75355
H -1.01100 -0.57322 0.09554
H -0.70639 -0.96859 -1.58897
H 1.56348 -1.44526 -1.23173
H 1.18642 -1.49421 0.45422
H -0.55181 1.72763 2.75081
H -0.15020 1.05531 1.42050
O -0.90290 1.37537 1.92471
H -2.17474 -2.89722 1.38697
H -3.11703 -2.02081 0.57831
O -2.52015 -2.77321 0.48523
*
```

Calculated values
E_LUMO (alpha / beta) = -3.39 / -8.01 eV
Gap between HOMO and LUMO (alpha / beta) = 11.06 / 6.44 eV

natural (NBO) charges in e: number 1, C, carries -0.305; number 2, N, carries -0.107; number 3, C, carries -0.304; number 4, C, carries -0.422; number 5, C, carries -0.424; number 6, H, carries 0.255; number 7, H, carries 0.290; number 8, H, carries 0.425; number 9, H, carries 0.286; number 10, H, carries 0.270; number 11, H, carries 0.256; number 12, H, carries 0.262; number 13, H, carries 0.248; number 14, H, carries 0.255; number 15, H, carries 0.493; number 16, H, carries 0.434; number 17, O, carries -0.919; number 18, H, carries 0.473; number 19, H, carries 0.470; number 20, O, carries -0.938

Run iii
Entry from OMol25: 2 unconnected molecules or ions with the total composition C4H13NO2 (the ωB97M-V functional and the def2-TZVPD basis).

Structure (ORCA input):
```
! RIJCOSX wB97M-V def2-TZVPD def2/J DEFGRID3
* xyz 1 2
C -0.95519 -0.28268 -2.48235
N -0.48283 0.29879 -1.24379
C -1.09652 -0.11057 -0.02622
C -1.13607 1.07820 0.97632
C 0.08382 0.97698 1.93140
O 1.31046 0.50263 1.42851
H -0.46675 0.14409 -3.34999
H -2.02589 -0.05214 -2.50801
H -0.80853 -1.37714 -2.45451
H 0.50568 0.54970 -1.29396
H -0.77120 -1.06902 0.42655
H -2.10389 -0.42133 -0.30841
H -2.13281 1.16552 1.40493
H -1.02844 2.00831 0.42829
H 0.24624 2.02635 2.19865
H -0.16310 0.50213 2.87879
H 1.39803 -0.45520 1.22232
H 2.79221 -1.68766 -0.43277
H 1.36568 -1.79613 -1.00138
O 1.88027 -1.91657 -0.19512
*
```

Calculated values
E_LUMO (alpha / beta) = -3.35 / -7.96 eV
Gap between HOMO and LUMO (alpha / beta) = 10.87 / 6.25 eV

natural (NBO) charges in e: number 1, C, carries -0.478; number 2, N, carries -0.095; number 3, C, carries -0.307; number 4, C, carries -0.429; number 5, C, carries -0.074; number 6, O, carries -0.740; number 7, H, carries 0.256; number 8, H, carries 0.260; number 9, H, carries 0.268; number 10, H, carries 0.428; number 11, H, carries 0.290; number 12, H, carries 0.236; number 13, H, carries 0.260; number 14, H, carries 0.221; number 15, H, carries 0.200; number 16, H, carries 0.187; number 17, H, carries 0.501; number 18, H, carries 0.498; number 19, H, carries 0.456; number 20, O, carries -0.939

Run iv
Entry from OMol25: 3 unconnected molecules or ions with the total composition C4H13NO2 (the ωB97M-V functional and the def2-TZVPD basis).

Structure (ORCA input):
```
! RIJCOSX wB97M-V def2-TZVPD def2/J DEFGRID3
* xyz 1 2
C -2.69085 -1.27517 0.74635
C -1.14776 -1.44740 0.63550
C -0.38198 -0.24912 0.00094
C 0.76898 1.32827 1.38066
N -0.31632 1.02293 0.78399
H -3.19416 -2.22582 0.69632
H -3.06643 -0.60859 -0.03549
H -2.90897 -0.79633 1.71414
H -0.73714 -1.71023 1.62143
H -0.74416 -2.28301 0.06242
H 0.69898 -0.38646 -0.24091
H -0.95008 -0.19562 -0.93919
H 1.65237 0.64368 1.27233
H 1.00871 2.28729 1.82903
H -0.38759 4.39287 -1.08581
H -0.32712 3.12911 -0.09407
O 0.07637 3.94521 -0.37582
H 4.26464 -1.15260 -3.00573
H 4.55008 -2.49959 -2.34752
O 3.83242 -1.91942 -2.61857
*
```

Calculated values
E_LUMO (alpha / beta) = -5.35 / -9.15 eV
Gap between HOMO and LUMO (alpha / beta) = 8.76 / 4.97 eV

natural (NBO) charges in e: number 1, C, carries -0.616; number 2, C, carries -0.410; number 3, C, carries -0.272; number 4, C, carries 0.000; number 5, N, carries 0.011; number 6, H, carries 0.251; number 7, H, carries 0.213; number 8, H, carries 0.227; number 9, H, carries 0.222; number 10, H, carries 0.255; number 11, H, carries 0.277; number 12, H, carries 0.277; number 13, H, carries 0.272; number 14, H, carries 0.284; number 15, H, carries 0.500; number 16, H, carries 0.450; number 17, O, carries -0.942; number 18, H, carries 0.473; number 19, H, carries 0.477; number 20, O, carries -0.949

Tell me which of them is the most stable. Sure, it is run ii.